{"formula": "C4H4N2O", "method": "ωB97M-V with the def2-TZVPD basis set", "e_above_lowest_ev": 7.029, "symbols": ["H", "C", "N", "C", "N", "H", "H", "C", "C", "H", "O"], "xyz": [[1.269918, 0.651220, 0.599030], [0.373665, 0.582222, 1.016960], [-0.228228, -1.389342, 0.183641], [0.646007, -1.614965, -0.767936], [1.282786, -2.056376, -1.632062], [-1.704560, -0.432929, -1.374060], [0.429502, 1.130764, 1.943956], [-1.190726, 0.338212, -0.855908], [-0.504132, 1.156615, -0.148137], [-0.367042, 2.263877, -0.274740], [-0.007188, -0.629300, 1.309257]], "forces_ev_per_angstrom": [[4.44, 0.04, -1.90], [-2.10, 2.48, 0.58], [-3.38, 1.12, -0.03], [1.53, -0.36, 0.05], [0.01, 0.42, -0.12], [-0.47, 0.42, -0.69], [-0.55, 0.64, 0.18], [1.72, -1.81, 1.78], [-0.58, 1.70, -0.10], [-0.49, -1.19, -0.01], [-0.14, -3.46, 0.26]]}